{"formula": "C24H33BrNO4P2Tl", "method": "ωB97M-V/def2-TZVPD", "lumo_energy_ev": -0.13, "total_energy_ev": -128414.3818, "species": ["H", "O", "H", "H", "H", "C", "C", "C", "H", "H", "H", "Tl", "H", "H", "H", "H", "H", "C", "H", "P", "C", "H", "H", "N", "C", "C", "C", "C", "C", "C", "C", "O", "H", "H", "C", "H", "C", "C", "C", "H", "P", "H", "C", "H", "H", "H", "H", "O", "C", "H", "C", "O", "H", "H", "C", "Br", "H", "H", "C", "H", "H", "H", "C", "C", "C", "H"], "positions_angstrom": [[4.0457, -1.7913, -2.8957], [4.5447, -0.4827, 0.8655], [5.4235, -0.7451, 0.5491], [-4.1053, -3.1968, -4.2710], [0.4019, 1.4048, 3.5644], [-1.0666, 0.0288, 2.7592], [2.6179, 1.2415, -3.4652], [-0.5402, 0.8702, 3.7273], [-6.4894, -2.6781, -3.8075], [-5.2534, 0.1362, -0.7613], [1.3424, 3.3460, -2.3574], [-0.2176, 0.1458, 0.6723], [-3.0401, 0.4903, 6.0544], [2.5016, 2.8236, 0.6284], [-3.8838, -1.0845, 4.2995], [4.7279, 2.3290, 0.9834], [4.0680, 1.6201, 2.7871], [2.5990, -0.8103, -1.6731], [2.9931, -1.9098, 2.2591], [1.2844, -1.9559, 0.5541], [3.4535, 0.1510, -3.6947], [-1.7627, 3.4507, 0.5097], [1.2093, 3.7804, 1.4206], [1.7364, 0.1789, -1.5093], [0.8361, 2.3982, -2.1018], [-3.6613, -0.8176, -1.8536], [-2.6216, -0.0670, -1.0720], [-1.2290, 3.5203, -0.4499], [-3.3485, -1.8098, -2.8137], [3.4101, -0.9180, -2.7976], [0.2349, -3.3562, 0.0683], [-1.4835, 0.1420, -1.6363], [-0.5399, -3.5091, 0.8366], [-0.8962, 1.7260, 5.7038], [-1.2719, 1.0479, 4.9318], [-0.2808, -3.1452, -0.8817], [1.5882, 3.4406, 0.4466], [-6.0317, -1.2317, -2.2502], [2.7216, -1.8184, -0.5535], [0.8296, -4.2753, -0.0249], [0.2729, 2.4896, -0.3540], [-0.9741, 4.5729, -0.6522], [1.7653, 1.2176, -2.3505], [-2.6111, -1.3645, 2.1605], [-0.0702, 2.2954, -2.7255], [4.3247, 0.5046, 0.9540], [3.5297, -1.4136, 0.0778], [3.9467, 1.7771, 1.3142], [2.0317, -2.4344, 2.1492], [3.9757, 1.5509, 3.6451], [-4.3728, -2.4574, -3.5179], [-2.9262, 0.2977, 0.1104], [-7.0769, -1.0111, -2.0185], [1.3480, -2.1321, 2.9601], [-5.0151, -0.5732, -1.5535], [-1.5535, -2.3404, -3.1439], [4.1288, 0.1374, -4.5444], [3.0863, -2.7801, -0.8844], [-2.9536, -0.5322, 4.1455], [2.1800, -3.5256, 2.1831], [2.6069, 2.1189, -4.1109], [1.8124, 4.3113, -0.1784], [-2.2288, -0.7002, 2.9401], [-5.7098, -2.1546, -3.2470], [-2.4758, 0.3493, 5.1295], [-1.8871, 3.1269, -1.2393]]}